(1)
A 2-piece molecular cluster, C4H5NS overall in a non-equilibrium geometry. Source: OMol25; level of theory: ωB97M-V with the def2-TZVPD basis set.

XYZ file:
```
11
C4H5NS, DFT ωB97M-V with the def2-TZVPD basis set
H 1.710 -0.702 -0.227
H -1.103 -1.415 -0.980
H -0.062 -1.744 0.558
C -0.286 -1.131 -0.320
N -1.319 2.454 -0.710
C 0.894 -0.438 -0.875
H 1.010 -0.196 -1.922
C -0.820 1.442 -0.374
S 0.552 1.108 2.252
H -0.423 0.330 2.758
C -0.152 0.293 -0.159
```

Output
spin multiplicity = 1
HOMO-LUMO gap = 7.34 eV
highest occupied orbital energy = -9.243 eV
M = 99.158 g mol⁻¹
energy above the lowest of the compared OMol25 structures with the same formula, charge and spin = 368.2 kJ/mol
total charge = 0
F_max = 5.24 eV/A

(2)
A 14-piece molecular cluster, C46H90Cl10O18S8 overall in a non-equilibrium geometry. Source: OMol25; level of theory: ωB97M-V with the def2-TZVPD basis set.

XYZ file:
```
172
C46H90Cl10O18S8, DFT ωB97M-V with the def2-TZVPD basis set
O -2.393 0.324 -5.932
Cl 4.194 -3.366 2.818
S -1.353 5.247 3.639
S -4.470 0.893 0.918
H 0.572 4.566 -3.362
H -0.229 -0.470 -4.698
H -2.665 1.959 -1.483
Cl 0.104 -5.917 0.236
H -0.928 -3.110 -3.420
H -0.643 2.234 -4.051
H -3.107 -2.818 -0.285
H 5.378 -0.308 3.461
H 1.619 -1.853 1.484
Cl 2.673 -1.244 -3.556
C -2.841 -0.474 4.288
S -5.615 -4.474 -2.332
S 0.633 0.803 -0.376
H -1.935 -4.487 -1.874
H -0.803 -0.641 -3.060
C -3.303 2.598 -0.873
H -2.869 2.761 -3.441
H -3.828 3.148 1.156
C 3.716 3.840 0.406
H 4.349 -1.242 -5.124
H 5.096 2.296 2.390
C 1.661 -1.739 0.401
H 2.540 -0.318 -1.066
H 2.800 1.415 -4.785
C -3.477 -3.157 -1.253
H 1.829 1.437 3.093
H 4.253 0.957 -3.902
H -0.645 -0.310 1.234
H -0.453 3.566 -2.156
H -0.288 -6.599 -1.927
O -3.455 -0.054 -3.654
H -1.476 -0.237 -0.382
C -4.750 2.258 -1.419
Cl 1.706 -4.314 -1.975
C -0.375 4.088 -3.109
C 0.176 -1.853 -0.113
H -4.109 -6.329 -1.794
S 3.581 2.462 4.379
O 0.290 1.018 -1.783
C 6.397 -1.710 -0.955
H 5.165 3.847 -2.356
H -5.543 -2.312 -1.220
Cl 5.940 -0.313 -1.983
O 3.215 3.777 3.826
O -0.719 5.741 4.828
C 5.568 -2.987 -1.305
H 0.039 3.447 2.521
C -0.909 3.265 -4.283
C -4.962 -3.233 -1.176
H 5.906 1.978 3.775
H 4.624 0.031 1.973
H -1.215 -2.848 -6.427
H -4.819 -0.538 4.994
H 2.741 -0.930 -5.906
H 2.762 -6.256 -1.210
C -0.749 -2.546 -4.335
H -5.385 3.074 -1.072
O -5.423 1.371 1.892
H 0.271 -2.895 -4.498
H 3.420 -0.554 4.726
S -1.350 0.600 4.642
C 4.571 0.285 3.032
H -0.418 3.511 -5.225
H -3.573 -2.604 -4.611
C -1.597 -5.084 3.765
H 0.848 4.987 2.728
C -0.561 5.017 1.092
O -1.313 6.166 -2.236
C -0.575 -0.511 0.165
C 5.433 5.229 -0.834
H -2.704 -5.116 -0.463
H 1.607 1.081 4.711
H 1.699 -5.984 2.687
C -2.448 3.502 -4.120
H 0.471 -1.996 -1.153
C -3.916 -5.377 -2.288
O -6.594 -5.304 -1.660
H -3.468 -2.052 -6.336
C 2.390 1.071 3.953
H -2.968 3.586 -1.187
C 5.213 4.191 0.257
H 2.317 -2.576 0.164
Cl 6.127 -3.521 -2.942
H 2.648 -0.831 3.160
C -5.227 0.933 -0.796
H 7.457 -1.922 -1.094
H -2.958 3.434 -5.081
H -4.466 0.960 4.038
C -1.423 5.171 -2.937
O 0.790 1.943 0.537
C 3.387 -0.735 -5.050
O -2.396 4.241 3.641
H 3.167 4.510 1.068
H 4.381 5.384 -2.786
H 5.547 4.481 1.253
H 6.154 -1.403 0.062
C -2.909 -4.586 -1.394
H -5.190 -3.672 -0.204
C -4.101 0.254 4.784
C 0.577 -6.715 -1.274
C 4.589 4.689 -1.973
C -3.325 2.321 0.656
H 5.781 3.292 0.016
S -2.486 -0.454 -4.678
H -0.382 -2.713 0.257
H -3.546 -6.061 3.799
H 2.109 -3.800 3.743
H 2.785 0.054 0.677
H -3.184 -2.501 -2.073
H -2.149 2.629 5.709
S 3.002 3.894 -1.303
H -4.748 0.113 -1.330
C 1.883 -6.118 -1.840
C -0.106 4.526 2.470
H 6.491 5.462 -0.953
H -1.500 4.539 0.811
O -0.306 -0.254 5.184
C 2.977 -4.412 3.500
H -0.941 -5.948 3.659
H -1.351 6.995 0.460
C 3.690 0.787 -4.820
H -2.416 2.260 1.254
O -2.555 4.852 -3.496
H -4.677 2.209 -2.506
O -5.821 -3.880 -3.663
Cl 3.848 -6.406 1.837
O -3.747 -0.382 1.037
H 0.014 7.038 1.590
H -4.417 1.839 6.241
O -1.124 1.493 3.495
H 2.179 -4.795 1.527
O 2.925 2.540 -1.928
Cl -4.008 -3.778 3.443
H -3.636 -5.562 -3.325
H 0.651 -7.794 -1.140
C -0.911 -1.042 -4.068
H 4.495 -2.811 -1.373
O 1.898 4.809 -1.445
H -3.902 0.350 6.844
H -2.781 -0.990 3.330
H 3.457 2.888 0.869
H -1.816 -4.052 -5.407
H 5.065 6.217 -0.555
H 3.353 -5.038 4.309
C -1.721 6.662 2.547
C 2.518 -5.315 2.423
C 3.249 -0.128 3.737
C -3.019 -5.282 3.249
C -1.702 -2.969 -5.459
H -2.776 6.503 2.323
H -1.774 1.446 6.896
H -3.060 -5.460 2.174
H 5.784 -3.878 -0.716
Cl 4.547 1.491 -6.218
H -6.295 0.713 -0.775
C -2.276 1.571 5.937
O 4.015 2.245 5.763
H 0.178 4.891 0.300
H -2.742 -1.259 5.038
H 2.090 -6.445 -2.859
H -1.676 7.564 3.158
C -3.685 1.057 6.043
C -2.969 -2.104 -5.368
Cl -0.771 -3.732 2.966
C -0.873 6.478 1.292
C 4.927 1.783 3.337
H -1.536 -5.001 4.851
C 2.097 -0.343 -0.070
```

Output
spin multiplicity = 1
HOMO-LUMO gap = 9.21 eV
highest occupied orbital energy = -9.435 eV
M = 1542.274 g mol⁻¹
total charge = 0
F_max = 4.46 eV/A